*one*
DFT (ωB97M-V/def2-TZVPD) results for a gas-phase ion, C4H10NO2 (charge -1).

Last column: natural (NBO) charge in e.
Geometry (Å):
C -0.01306 0.56844 0.32536  -0.212
C 0.65624 -0.71288 -0.17334  -0.485
C 1.29008 -1.53268 1.00788  -0.059
O 1.64545 -0.94619 2.24559  -0.746
N -1.46080 0.74150 0.01154  -0.700
C -1.54553 1.24041 -1.40803  0.121
O -0.57834 0.79112 -2.23029  -0.972
H 0.00327 0.72932 1.45715  0.129
H 0.57269 1.48385 0.05079  0.203
H -0.12258 -1.38514 -0.54416  0.211
H 1.14383 -0.38329 -1.11014  0.265
H 0.51234 -2.24749 1.24565  0.140
H 2.16511 -2.08124 0.64581  0.156
H 1.25750 -0.06064 2.29450  0.470
H -1.93478 -0.14055 0.17469  0.327
H -2.53178 0.83026 -1.80462  0.076
H -1.49593 2.35524 -1.32755  0.075

Results
- gap between HOMO and LUMO (Eh) = 0.2269
- E_HOMO (eV) = -2.4580
- SMILES = [O-]CNCCCO
- total charge = -1


*two*
DFT (ωB97M-V/def2-TZVPD) results for a gas-phase ion, C4H10NO2 (charge -1).

Last column: natural (NBO) charge in e.
Geometry (Å):
C -1.36688 0.25542 -1.33591  -0.614
C -0.67110 0.31425 -0.04789  -0.070
C 0.60898 1.13883 0.11765  -0.059
O 0.46270 2.66201 -0.01847  -0.778
N -0.35565 -1.11111 0.28580  -0.759
C 1.09116 -1.89427 0.59240  0.154
O 1.59749 -2.83553 -0.23653  -0.902
H -0.88204 -0.47672 -2.00495  0.232
H -2.30742 -0.23839 -1.05165  0.197
H -1.62242 1.18984 -1.68071  0.187
H -1.38203 0.68978 0.68445  0.154
H 1.30914 0.86228 -0.63459  0.183
H 1.03976 0.95593 1.09680  0.175
H 0.50598 3.06877 0.91312  0.454
H -0.99846 -1.45187 0.96508  0.335
H 1.15789 -2.12471 1.71705  0.067
H 1.81291 -1.00452 0.63835  0.043

Results
- gap between HOMO and LUMO (Eh) = 0.2141
- E_HOMO (eV) = -2.4243
- SMILES = C[C@H](CO)NC[O-]
- total charge = -1


*three*
DFT (ωB97M-V/def2-TZVPD) results for 2 unconnected molecules or ions with the total composition C4H10NO2.

Last column: natural (NBO) charge in e.
Geometry (Å):
C 0.48048 -0.30861 1.11589  -0.043
O -0.38747 -1.36736 0.86221  -0.973
C 0.18379 0.31610 2.49775  -0.225
N 0.78802 1.67712 2.72172  -0.885
H 1.58047 -0.52113 1.10604  0.084
H 0.41501 0.58229 0.39568  0.070
H -0.92364 0.33901 2.68494  0.154
H 0.53723 -0.38189 3.31804  0.157
H 0.30777 2.46836 2.26684  0.345
H 0.90040 1.89210 3.71128  0.337
C -1.51272 0.30197 -2.30529  -0.570
C -0.38553 -0.42923 -2.21918  0.144
O 0.62936 -0.44029 -3.15084  -0.714
H -2.36479 0.00704 -1.63689  0.219
H -1.58508 1.21829 -2.85262  0.181
H -0.28876 -1.18108 -1.41672  0.237
H 1.37402 -0.98294 -2.85460  0.479

Results
- gap between HOMO and LUMO (Eh) = 0.2310
- E_HOMO (eV) = -2.5366
- total charge = -1


*four*
DFT (ωB97M-V/def2-TZVPD) results for 2 unconnected molecules or ions with the total composition C4H10NO2.

Last column: natural (NBO) charge in e.
Geometry (Å):
C 2.01158 -0.42488 -0.22397  -0.420
N 1.04261 -1.51303 -0.04469  -0.658
C 0.45410 -1.88346 -1.31864  -0.423
H 2.77616 -0.77574 -0.92287  0.154
H 1.54331 0.46166 -0.67409  0.184
H 2.37576 -0.13632 0.75798  0.200
H 0.28272 -1.08999 0.49420  0.403
H -0.05190 -1.02851 -1.78411  0.201
H -0.31647 -2.63613 -1.11047  0.177
H 1.19829 -2.34384 -1.97679  0.154
O -1.05934 0.68702 -0.45815  -0.806
C -1.01412 1.03007 0.74742  0.764
O -0.25649 0.57181 1.63316  -0.793
C -2.04830 2.08843 1.17659  -0.735
H -3.04167 1.67797 0.97546  0.203
H -1.87774 2.35884 2.21529  0.198
H -2.01850 2.95609 0.51366  0.198

Results
- gap between HOMO and LUMO (Eh) = 0.3183
- E_HOMO (eV) = -4.3192
- total charge = -1


What should be chosen as the least stable of them? Choose *two*.


*one*
DFT (ωB97M-V/def2-TZVPD) results for 2 unconnected molecules or ions with the total composition C4H10NO2.

Last column: natural (NBO) charge in e.
Geometry (Å):
C 0.61871 0.67001 -1.74846  -0.483
N 0.19131 1.12188 -0.46369  -0.320
C 0.49619 0.07710 0.38801  -0.103
C -0.31067 -1.33313 0.36180  0.008
O 0.07515 -2.12774 -0.60733  -0.635
C 0.30816 0.52243 1.90538  -0.003
O 0.87296 -0.22054 2.83056  -0.773
H 1.70439 0.68213 -1.87484  0.195
H 0.38713 -0.38842 -1.99026  0.234
H 0.13290 1.20536 -2.61311  0.173
H 1.53608 -0.29747 0.28656  0.192
H -1.82620 0.53954 -0.86719  0.027
H -0.08828 -1.78629 1.33987  0.201
H -1.38073 -1.06177 0.33993  0.135
H -2.43605 0.28319 -1.22241  -0.046
H 0.54823 1.61199 1.94929  0.125
H -0.82928 0.50174 1.98589  0.074

Results
- gap between HOMO and LUMO (Eh) = 0.2109
- E_HOMO (eV) = -3.6350
- total charge = -1


*two*
DFT (ωB97M-V/def2-TZVPD) results for 2 unconnected molecules or ions with the total composition C4H10NO2.

Last column: natural (NBO) charge in e.
Geometry (Å):
C -1.55363 1.08895 1.46832  -0.610
C -1.02384 1.70551 0.21296  -0.420
C 0.36616 2.26269 0.40531  -0.607
H -0.91618 0.21995 1.76716  0.243
H -2.56930 0.69459 1.30041  0.195
H -1.56596 1.81055 2.34394  0.166
H -1.63900 2.58432 -0.11570  0.152
H -0.97769 0.99791 -0.62765  0.265
H 0.79028 2.67230 -0.53429  0.186
H 0.33774 3.08232 1.17068  0.160
H 1.10182 1.50960 0.75324  0.249
N 1.28969 -2.19875 -1.38972  -0.909
C 0.53746 -1.30382 -0.50386  0.863
O 1.15455 -0.77339 0.44799  -0.803
O -0.67752 -1.11540 -0.84734  -0.825
H 1.97188 -2.70936 -0.85469  0.343
H 0.66545 -2.88056 -1.77674  0.349

Results
- gap between HOMO and LUMO (Eh) = 0.3119
- E_HOMO (eV) = -4.1616
- total charge = -1


*three*
DFT (ωB97M-V/def2-TZVPD) results for a gas-phase ion, C4H10NO2 (charge -1).

Last column: natural (NBO) charge in e.
Geometry (Å):
C -0.50009 0.54941 -0.45994  -0.256
C 0.94492 0.17408 0.03585  0.092
C 1.90546 1.09155 -0.69429  -0.613
O 1.26836 -1.16014 -0.21726  -0.817
N -1.51803 0.34671 0.58888  -0.685
C -1.52228 -1.10369 1.03930  0.120
O -0.99198 -1.96946 0.15707  -0.907
H -0.67471 -0.12470 -1.27860  0.191
H -0.53406 1.60614 -0.73943  0.165
H 0.89744 0.37069 1.11179  0.133
H 1.95196 2.09931 -0.28101  0.183
H 2.89491 0.70597 -0.69345  0.201
H 1.59406 1.14570 -1.76058  0.187
H 0.33565 -1.69309 -0.12611  0.498
H -2.39732 0.41933 0.12210  0.325
H -2.60979 -1.36611 1.18008  0.091
H -1.04448 -1.09168 2.01561  0.093

Results
- gap between HOMO and LUMO (Eh) = 0.2856
- E_HOMO (eV) = -3.4676
- SMILES = C[C@H](O)CNC[O-]
- total charge = -1


*four*
DFT (ωB97M-V/def2-TZVPD) results for a gas-phase ion, C4H10NO2 (charge -1).

Last column: natural (NBO) charge in e.
Geometry (Å):
C -1.43399 -0.08933 0.82558  -0.083
O -2.55841 -0.72895 0.39003  -0.975
C -0.18627 -0.76127 0.01832  -0.102
C 1.13246 0.05391 0.11406  0.114
C 1.31548 1.24722 -0.86345  -0.639
O 1.22008 0.67557 1.43253  -0.770
N -0.67784 -1.31625 -1.20403  -0.887
H -1.44121 -0.23582 1.93910  0.106
H -1.61576 0.98022 0.51676  0.101
H 0.09325 -1.62408 0.68427  0.141
H 1.91569 -0.72175 0.11037  0.152
H 2.31157 1.62616 -0.60116  0.202
H 1.28644 0.74528 -1.86295  0.199
H 0.55141 1.99915 -0.75612  0.216
H 0.55724 0.29363 2.02358  0.476
H -0.78755 -0.54264 -1.84958  0.324
H -1.68260 -1.60106 -0.91732  0.425

Results
- gap between HOMO and LUMO (Eh) = 0.2404
- E_HOMO (eV) = -2.5754
- SMILES = C[C@@H](O)[C@H](N)C[O-]
- total charge = -1


What should be chosen as the least stable of them? Choose *one*.